The following is a quantum chemistry calculation of a structure of composition C19H34CuF6OP2 in a non-equilibrium geometry, from the Open Molecules 2025 dataset.

Each line ends with the Mulliken charge.
Cartesian coordinates (Å):
P  1.11  -2.68  1.25  1.092
P  0.46  1.63  1.42  1.908
C  0.36  -1.11  0.51  0.356
C  1.12  0.20  0.45  -0.954
H  -0.48  -0.95  1.22  0.303
H  -0.04  -1.30  -0.53  -0.509
H  2.17  0.06  0.73  0.474
H  1.04  0.57  -0.60  -0.257
C  -0.73  2.39  0.30  -1.432
H  -1.03  3.33  0.76  0.428
H  -1.60  1.72  0.20  0.206
H  -0.28  2.57  -0.68  0.275
C  1.88  2.81  1.06  -1.725
H  1.77  3.16  0.02  0.385
H  2.86  2.32  1.11  0.427
H  1.95  3.71  1.69  0.322
C  -0.07  -3.94  0.70  -1.360
H  -0.11  -4.80  1.37  0.451
H  0.18  -4.30  -0.31  0.388
H  -1.08  -3.52  0.63  0.419
C  2.73  -2.93  0.56  -1.228
H  3.29  -1.97  0.57  0.408
H  2.66  -3.27  -0.49  0.381
H  3.30  -3.68  1.14  0.415
Cu  -1.32  0.15  -2.53  -0.295
C  -0.05  1.41  -3.39  -0.137
C  -1.40  1.65  -3.77  -0.167
C  -2.09  0.72  -4.73  -0.839
C  -1.74  -0.84  -4.61  -1.322
C  -1.11  -1.56  -3.41  -0.103
C  0.26  -1.48  -3.09  0.039
C  1.27  -0.77  -3.94  -0.921
C  0.94  0.73  -4.30  -1.094
C  0.95  -2.19  2.96  -0.968
H  0.41  1.99  -2.59  0.623
H  -1.91  2.55  -3.43  0.583
H  -1.82  0.99  -5.77  0.365
H  -3.17  0.94  -4.67  0.430
H  -2.63  -1.41  -4.91  0.369
H  -0.99  -0.98  -5.42  0.303
H  -1.65  -2.45  -3.00  0.565
H  0.69  -2.24  -2.43  0.367
H  1.42  -1.30  -4.91  0.353
H  2.25  -0.78  -3.44  0.332
H  1.90  1.29  -4.29  0.429
H  0.60  0.74  -5.35  0.256
H  1.80  -1.57  3.27  0.415
H  0.85  -3.03  3.64  0.570
H  0.05  -1.58  3.08  0.023
C  0.41  1.36  4.20  -1.489
C  -0.99  1.21  3.69  1.002
O  -0.97  0.86  2.30  -1.066
C  -1.81  0.19  4.66  0.304
F  -1.51  0.51  5.95  -0.296
F  -3.14  0.18  4.52  -0.271
F  -1.38  -1.09  4.46  -0.295
C  -1.79  2.56  3.80  0.403
F  -1.67  3.13  5.03  -0.281
F  -1.25  3.44  2.91  -0.274
F  -3.09  2.44  3.48  -0.262
H  0.87  0.36  4.26  0.235
H  0.35  1.82  5.17  0.515
H  1.00  2.02  3.52  0.423

Values from the calculation:
HOMO energy (spin up / spin down) (eV): -4.017 / -4.017
Energy (eV): -101816.4806
Gap between HOMO and LUMO (spin up / spin down) (eV): 3.8 / 3.8
Largest force on an atom (eV Å⁻¹): 5.126
2S+1: 2
ΔE to the lowest compared entry with this formula, charge and spin (kcal per mole): 148.73